1.
ORCA calculation (the ωB97M-V functional and the def2-TZVPD basis) on C21H20BrF8IrOSTe4 as an isolated structure.

```
57
Properties=species:S:1:pos:R:3:forces:R:3:lowdin_charge:R:1
C 3.74640 2.66697 -0.07703 0.0 0.0 0.0 -0.07
C 1.12076 -0.70374 3.30756 0.0 0.0 0.0 -0.14
C -2.60153 -4.76855 -0.79520 -0.1 0.0 0.0 -0.83
C 1.12349 1.51845 -0.44635 0.0 0.0 0.0 0.00
F -2.85845 -5.25623 -2.06094 0.0 0.0 0.0 -0.05
Te -9.70372 -2.84755 -4.29387 0.0 0.0 0.1 -0.50
C -1.12084 -1.94338 2.14421 0.0 0.0 0.0 -0.51
H 3.17240 3.07384 0.75784 0.0 0.0 0.0 0.09
F 2.17317 -0.11983 3.89934 0.0 0.0 -0.1 0.10
F 0.01021 -4.00533 2.44808 0.0 0.1 0.0 0.08
H 4.79015 2.96237 0.05734 0.0 0.0 0.0 0.08
C -1.05780 -0.56672 2.33786 0.0 0.1 0.0 -0.24
C -0.01127 -2.67612 2.56329 0.0 0.0 0.0 -0.28
H 4.50855 -0.43621 -1.37245 0.0 0.0 0.0 0.08
C 1.09936 -2.07470 3.12700 0.0 0.0 0.0 -0.15
Ir -2.23096 -2.80260 -0.78231 -0.4 0.4 -0.2 0.47
Br 0.34762 -3.00910 -0.74394 0.1 0.0 0.1 0.92
C 4.50423 0.65312 -1.31002 0.0 0.0 0.0 -0.06
Te -6.16927 -4.06980 -2.15170 -0.2 -0.1 0.0 -0.04
H 2.72858 -1.43700 -0.29300 0.0 0.0 0.0 0.10
H -1.88077 4.03400 0.14594 0.0 0.0 0.0 0.08
H 4.18083 -0.50342 1.20653 0.0 0.0 0.0 0.08
C -1.15564 3.23209 0.30819 0.0 0.0 0.0 -0.05
C -0.89220 2.96549 -2.16589 0.0 0.0 0.0 -0.05
C 0.04145 0.05592 2.90476 0.0 0.0 0.0 -0.14
C 2.21201 0.66156 -0.30748 0.0 0.0 0.0 -0.19
H 0.12389 3.36546 -2.14836 0.0 0.0 0.0 0.07
C -0.47903 -0.28160 -0.74123 0.1 0.1 -0.3 -0.41
O -1.66195 -0.74084 -0.97994 -0.1 0.0 0.2 -0.35
C 3.65209 1.14167 -0.12921 0.0 0.0 0.0 -0.56
H -0.97192 2.28097 -3.01277 0.0 0.0 0.0 0.09
H -2.88483 1.15216 -1.81752 0.0 0.0 0.0 0.07
H -0.17086 3.69285 0.41235 0.0 0.0 0.0 0.07
H -3.31756 2.68541 -1.04119 0.0 0.0 0.0 0.08
C -2.69987 1.78545 -0.95336 0.0 0.0 0.0 -0.06
H -1.39802 2.73768 1.24901 0.0 0.0 0.0 0.07
Te -8.34334 -2.41366 -1.98992 -0.2 -0.1 -0.1 -0.30
C -1.23470 2.23245 -0.85800 0.0 0.0 0.0 -0.52
C 1.93974 -0.69909 -0.38366 0.0 0.0 0.0 -0.10
F -2.08338 0.21323 1.99526 0.1 0.0 0.0 0.10
H 4.11015 1.03951 -2.25206 0.0 0.0 0.0 0.09
H 5.28889 0.87300 1.27545 0.0 0.0 0.0 0.08
S -2.56471 -2.72070 1.48330 0.0 -0.2 0.0 0.64
F -1.49722 -5.51016 -0.39844 0.1 0.0 0.0 -0.05
Te -4.50477 -2.01059 -1.64832 0.7 0.0 0.1 0.25
H 3.69136 0.96940 2.03612 0.0 0.0 0.0 0.08
F 0.06168 1.38299 3.09310 0.0 0.0 0.0 0.11
H -1.58819 3.79343 -2.32867 0.0 0.0 0.0 0.08
H 5.53969 0.99006 -1.20114 0.0 0.0 0.0 0.08
C -0.19154 1.11431 -0.65625 0.0 0.0 0.0 -0.08
H -3.01709 1.23474 -0.07139 0.0 0.0 0.0 0.08
H 3.38246 3.12350 -0.99975 0.0 0.0 0.0 0.08
F 2.15361 -2.80733 3.52176 0.0 0.0 0.0 0.10
C 4.23777 0.58565 1.17468 0.0 0.0 0.0 -0.05
H 1.30717 2.58418 -0.40469 0.0 0.0 0.0 0.09
F -3.60621 -5.27165 -0.03394 -0.1 0.0 0.1 -0.04
C 0.64996 -1.12596 -0.59896 0.0 0.0 0.1 -0.51
```
Forces are in eV/Å.

Calculated values
- energy relative to the best compared isomer or geometry (same formula, charge and spin) (eV) = 0.0000
- net charge = -2
- HOMO-LUMO gap (eV) = 4.524

***

2.
ORCA calculation (the ωB97M-V functional and the def2-TZVPD basis) on a 2-piece molecular cluster, C21H20BrN2O7S overall at a distorted geometry.

```
52
Properties=species:S:1:pos:R:3:forces:R:3:lowdin_charge:R:1
H -6.63085 -7.08278 0.84972 0.3 0.0 -0.1 0.09
C 0.35461 -1.03827 4.11800 0.6 -0.2 0.3 -0.61
H -3.68567 -2.23973 -6.20958 -0.1 -0.3 0.2 0.12
N 0.66139 -2.75885 1.00196 0.1 -0.6 0.5 0.08
Br -0.97202 0.01918 4.93317 0.1 0.1 0.3 0.80
H -5.98422 -4.10567 -6.95495 0.0 0.3 0.3 0.07
C -3.46078 -6.33589 -1.28069 0.0 0.1 0.5 -0.09
C 2.58288 -2.04873 4.11782 -1.0 0.2 -0.5 -0.07
H -5.18995 -2.79349 -7.82271 -0.2 0.0 0.2 0.07
H -3.12407 -8.45792 -1.32022 -0.3 0.1 0.1 0.09
H 3.53958 -2.24433 4.57960 0.0 0.1 0.2 0.10
H 1.01793 -3.54966 -3.64602 -0.1 -0.3 0.1 0.09
H 1.76120 -0.85964 5.72603 0.0 0.1 0.1 0.09
O -4.60810 -3.00849 -4.49697 -0.1 -0.1 -1.8 -0.08
O -2.08821 0.43729 1.58924 0.2 -2.3 0.6 0.05
O -2.54879 -3.86352 -3.86618 -0.2 -0.5 -0.8 -0.01
H 2.17741 -5.37133 -1.44458 -0.1 0.3 -0.1 0.13
H 0.19690 -5.01517 -3.04931 0.3 0.2 -0.1 0.08
C -4.09630 -2.93635 -2.25921 -0.4 0.4 -2.3 -0.31
H -4.92164 -2.20497 -2.25047 0.2 -0.9 0.4 0.07
H -1.26330 -2.65185 -0.05304 0.1 0.0 0.0 0.10
C 1.58815 -1.27865 4.74863 -0.6 0.0 -0.5 -0.12
H 2.82169 -3.79067 -1.99149 -0.2 -0.2 0.1 0.12
C 1.52924 -3.44161 0.14078 0.5 -0.5 -0.1 -0.45
O -4.24941 -2.98891 0.31583 -0.4 1.1 0.9 -0.54
S -3.54129 -3.61271 -0.81967 0.8 -0.7 -0.6 0.83
C -4.19888 -5.29899 -0.71442 -0.6 -0.4 -0.6 -0.34
H -6.34837 -2.40430 -6.52586 0.3 -0.2 0.1 0.07
O -3.15704 -1.15250 2.65121 1.9 0.4 -1.1 0.07
N -2.17133 -0.73259 2.02927 -2.5 1.5 0.6 -0.34
C -4.88009 -7.91791 -0.13821 0.0 -0.1 -0.2 -0.12
H -6.02580 -4.73300 0.27321 0.2 0.0 0.1 0.11
C -5.39174 -5.55850 -0.03549 0.3 -0.4 0.1 -0.07
C 1.09108 -2.33431 2.27259 0.2 -0.1 -0.5 -0.14
C 2.32678 -2.55917 2.85340 0.3 0.0 0.3 0.00
C 1.17722 -4.54284 -3.20320 -0.1 0.0 -0.5 -0.07
C -3.62299 -3.34866 -3.58187 -0.5 1.1 2.6 -0.60
C -4.31768 -3.09972 -5.92600 0.4 0.1 0.8 -0.23
H 1.75449 -5.14338 -3.91189 0.0 0.0 0.1 0.08
C -1.01068 -1.58000 1.89070 0.8 -0.9 -0.4 -0.08
H 3.03174 -3.11692 2.27048 0.3 -0.1 0.3 0.09
H -5.11255 -8.94411 0.14937 0.1 0.2 -0.1 0.09
C -5.55418 -3.10009 -6.83054 0.0 -0.1 0.1 -0.09
C 1.92032 -4.40906 -1.90668 -0.7 0.2 -0.1 -0.20
H -3.75656 -4.02212 -6.11819 0.1 0.3 0.1 0.11
O 0.95981 -3.70977 -1.03538 1.0 -0.1 0.6 0.03
C -0.68586 -2.38405 0.82302 0.5 1.4 0.9 0.10
O 2.68356 -3.76291 0.41752 -1.7 0.6 -0.2 0.08
H -2.63192 -6.07289 -1.93595 0.0 -0.1 0.2 0.10
C 0.07749 -1.59036 2.86805 -0.2 0.2 -0.6 -0.14
C -5.72433 -6.87852 0.27730 0.3 0.1 -0.4 -0.10
C -3.76584 -7.65673 -0.95006 -0.4 0.2 0.1 -0.10
```
Forces are in eV/Å.

Calculated values
- energy relative to the best compared isomer or geometry (same formula, charge and spin) (eV) = 0.1556
- net charge = -1
- HOMO-LUMO gap (eV) = 5.903

***

3.
ORCA calculation (the ωB97M-V functional and the def2-TZVPD basis) on the molecule C21H20FN3O3S at a distorted geometry.

```
49
Properties=species:S:1:pos:R:3:forces:R:3:lowdin_charge:R:1
C 2.95780 1.13654 -0.14497 -0.4 0.3 0.1 -0.30
F 6.99485 1.56172 -0.38697 -0.1 0.0 0.0 0.07
H -3.45028 2.38334 2.11005 0.0 0.0 0.1 0.09
C 2.70500 -2.54115 -0.90185 0.0 -0.1 0.0 -0.11
C -5.06559 1.77072 -0.63726 0.0 0.0 0.0 -0.05
C 4.93151 1.27990 -1.47816 0.1 0.1 0.1 0.01
H -2.51774 -1.98136 -2.11938 0.0 0.0 -0.1 0.08
N -1.84386 0.65491 0.74132 -0.2 0.4 -0.4 0.14
H -2.26666 -2.11910 -0.37387 0.0 -0.1 0.0 0.08
H 0.14795 -0.82797 2.92858 0.0 0.1 -0.1 0.14
H -6.24576 0.79659 -2.13080 -0.1 0.0 -0.1 0.10
H 5.66789 1.55778 1.82540 0.1 0.0 0.1 0.12
C 3.55910 1.13533 -1.38916 -0.1 0.1 0.0 -0.05
N 0.94877 -0.28090 1.08549 0.3 1.1 -0.4 -0.13
H 0.05495 0.90418 2.49473 -0.1 -0.1 0.1 0.12
C -3.02364 0.66819 -0.04497 -0.4 -0.1 -0.2 -0.14
C 0.72266 -2.72357 0.95256 0.0 0.3 0.1 0.01
O 0.66864 2.15223 0.64322 0.1 0.1 0.4 -0.29
C -1.45849 -0.34240 1.55145 0.4 0.0 0.6 -0.47
C -3.90817 1.73591 0.12430 0.1 -0.1 0.0 -0.21
H -1.24371 1.46885 0.66624 0.0 -0.1 0.1 0.11
C -3.26477 -0.33495 -0.98369 0.1 0.0 0.0 -0.19
H 2.58191 -4.67477 -1.08912 0.1 -0.1 -0.1 0.10
H -1.26865 -1.01013 -1.31965 0.1 -0.1 0.0 0.07
C 1.19067 -3.87466 0.35035 0.2 0.1 -0.1 -0.05
C 1.30326 -1.51079 0.57228 0.4 -1.2 -0.3 -0.32
C -0.04631 -0.11708 2.12227 -0.4 0.1 0.0 -0.07
H 5.44047 1.28125 -2.42890 0.0 0.0 -0.1 0.12
O -2.10428 -1.33724 1.81043 -0.1 -0.2 0.1 0.07
H -4.40382 3.53688 1.16643 0.0 0.1 0.0 0.08
H -0.08363 -2.75716 1.66572 -0.1 0.0 0.1 0.10
C 3.68661 1.29536 1.01743 0.0 0.1 -0.1 -0.05
H 3.49182 -2.40353 -1.63147 0.1 -0.1 -0.1 0.11
H 3.17729 1.30583 1.96735 0.0 0.0 0.2 0.12
C 5.65936 1.42550 -0.30757 -0.2 0.0 0.0 -0.27
H -4.64740 -1.04515 -2.44681 0.0 -0.1 -0.1 0.11
S 1.18583 0.98244 -0.02075 0.2 0.2 0.1 0.72
H -5.76035 2.58838 -0.51164 -0.1 0.1 0.0 0.11
O 0.60780 0.65922 -1.28773 0.3 -0.1 -0.1 -0.26
H 0.76074 -4.83048 0.61120 0.0 -0.1 0.0 0.11
H -2.67757 3.33314 0.84330 0.0 0.1 0.1 0.08
C -5.33721 0.76495 -1.54786 0.0 0.0 0.0 -0.08
C 2.20261 -3.79291 -0.59886 -0.1 -0.1 0.1 -0.06
N 2.27449 -1.42932 -0.32965 -0.2 -0.5 0.1 0.10
C 5.06139 1.43756 0.94186 0.1 0.0 -0.2 0.01
H 2.94152 1.00631 -2.26260 0.0 0.0 -0.2 0.12
C -3.59517 2.81224 1.11909 0.0 0.0 0.0 -0.03
C -2.27079 -1.42815 -1.21672 0.0 -0.1 0.1 -0.03
C -4.44102 -0.27249 -1.72067 0.0 0.0 0.0 -0.05
```
Forces are in eV/Å.

Calculated values
- energy relative to the best compared isomer or geometry (same formula, charge and spin) (eV) = 0.0652
- SMILES string = Cc1cccc(C)c1NC(=O)CN(c1ccccn1)S(=O)(=O)c1ccc(F)cc1
- HOMO-LUMO gap (eV) = 9.222

***

4.
ORCA calculation (the ωB97M-V functional and the def2-TZVPD basis) on the molecule C21H20N2O3 at a distorted geometry.

```
46
Properties=species:S:1:pos:R:3:forces:R:3:lowdin_charge:R:1
C 0.48183 2.32359 -0.66746 2.2 -0.5 -2.6 -0.15
C 3.17520 -2.13865 -0.51201 -2.7 1.7 -1.3 -0.03
H -0.47957 -4.28422 1.43279 1.0 0.6 1.0 0.09
C 0.88969 0.93507 -0.36900 0.8 0.2 0.4 -0.02
C -0.91699 -4.47902 0.48804 1.4 2.3 -1.2 -0.06
O -0.53113 -1.95137 -1.19772 2.3 0.0 0.4 -0.11
C 0.99141 -3.76303 -0.63567 -0.5 -2.3 -0.3 -0.20
C -0.95365 -2.42917 -2.44306 -1.7 0.1 -0.7 -0.08
H -0.86949 -1.30540 3.41077 -0.2 -0.7 0.6 0.08
H 4.03654 -1.54123 -0.55044 1.0 0.9 0.3 0.10
H 2.34895 -5.36342 0.02512 -0.5 0.9 -0.9 0.14
C -0.90522 -0.55677 2.66419 2.5 0.6 -2.6 -0.07
H 4.30659 -3.82451 -0.04494 -0.6 -0.1 -0.1 0.12
H -1.28157 4.35576 2.13230 -0.2 -0.1 -0.2 0.10
H -2.48654 3.62479 -0.17920 -3.6 -1.0 -0.3 0.07
C 1.10498 3.24875 -1.67994 -0.1 -3.0 -2.5 -0.02
O 0.02912 -4.79856 -0.51840 0.1 1.6 -0.4 -0.10
H -1.28918 -3.45691 -2.35089 -0.2 -0.3 0.0 0.09
C -1.92510 1.57415 1.87971 1.8 -2.0 -1.4 0.00
H -1.45977 -3.60954 0.15691 -0.7 0.2 0.2 0.09
C 0.17860 0.59781 0.79403 -1.9 1.3 -0.6 -0.12
N -3.17114 6.83030 0.89945 4.8 -4.8 1.0 0.11
H 1.13718 -1.20642 1.62795 -2.8 1.4 0.5 0.16
H -1.44913 -5.30898 0.65776 -2.6 -3.0 0.1 0.05
C -1.28531 4.83489 1.15519 -1.5 1.9 -2.0 -0.13
H -1.80707 -1.78694 -2.72253 0.4 -0.4 -0.2 0.11
C -0.60715 2.72849 0.01007 -0.3 -1.7 1.3 -0.19
C 3.29494 -3.47463 -0.30213 1.6 -0.7 0.2 -0.10
H 2.10522 3.54632 -1.56900 1.7 -0.3 0.8 0.06
C -1.53248 3.92577 -0.13741 4.8 0.3 2.4 -0.08
H -0.33264 5.33603 0.98284 0.1 -0.2 0.3 0.11
H -1.25029 4.48057 -1.02359 -0.2 0.1 0.0 0.11
H 0.61780 4.14502 -1.67559 -1.7 2.4 -0.1 0.02
H -2.74327 0.36631 3.44320 0.7 -0.2 -1.1 0.11
C 1.86295 0.00319 -1.11046 0.8 1.4 -2.0 -0.22
C -1.95394 0.40357 2.64489 -0.6 2.0 0.7 -0.10
H -0.18918 -2.41640 -3.20854 0.3 0.4 -0.1 0.10
C 1.91274 -1.51391 -0.85567 -0.4 -1.8 0.5 -0.04
C 0.16637 -0.50790 1.71263 -0.1 0.0 0.8 0.01
H 1.08151 2.85610 -2.77072 -0.2 0.4 1.8 0.13
C 0.77720 -2.41434 -0.98774 0.8 1.2 1.7 -0.16
O 2.61649 0.40158 -2.04246 -2.0 -0.6 2.6 0.05
H -2.79004 2.27511 1.80596 1.2 -0.4 0.1 0.13
C 2.22221 -4.33169 -0.38461 0.9 0.3 1.3 0.00
C -2.32536 5.97405 1.06785 -3.6 3.3 -0.5 -0.18
N -0.80233 1.69578 0.94754 -2.3 -1.1 2.1 0.04
```
Forces are in eV/Å.

Calculated values
- energy relative to the best compared isomer or geometry (same formula, charge and spin) (eV) = 7.0639
- SMILES string = COc1cccc(C(=O)c2c(C)c(CCC#N)n3ccccc23)c1OC
- HOMO-LUMO gap (eV) = 7.764

***

Which formula does entry 4 have? C21H20N2O3

***

Number 1 is which compound? C21H20BrF8IrOSTe4